# 1
Molecular formula: C6H12O
Method: DFT, ωB97M-V/def2-TZVPD

Atoms and positions in Å:
1 O -1.62 -1.81 1.87
2 C 0.33 -1.48 -0.98
3 C 0.12 0.01 -1.03
4 C 1.10 0.98 -0.42
5 C -0.76 -0.83 1.32
6 C -0.80 -0.85 -0.19
7 C 0.44 2.32 -0.06
8 H -1.39 -2.66 1.47
9 H 1.17 3.03 0.34
10 H 0.27 -0.97 1.68
11 H -0.34 2.18 0.69
12 H -0.33 0.38 -1.95
13 H 0.09 -2.08 -1.86
14 H -1.80 -0.98 -0.58
15 H 1.18 -1.84 -0.41
16 H -1.12 0.12 1.71
17 H 1.56 0.55 0.48
18 H 1.92 1.15 -1.13
19 H -0.02 2.77 -0.95

Values from the calculation:
Relative energy (zero: lowest compared OMol25 entry of this formula, charge and spin): 27.3 kcal per mole
2S+1: 1
LUMO energy: 1.0 eV
E_HOMO: -9.909 eV
SMILES: CC[C@H]1C[C@H]1CO

Results of the Löwdin charge analysis, in e, for atoms 1 through 5:
1. O -0.062
2. C -0.081
3. C -0.275
4. C -0.232
5. C -0.248



# 2
Molecular formula: C2HN5O
Method: DFT, ωB97M-V/def2-TZVPD

Atoms and positions in Å:
1 O 1.19 -0.89 1.80
2 N 1.36 -0.64 -0.48
3 N -0.62 -1.29 0.31
4 N 1.02 0.30 -1.19
5 N 0.19 1.32 -0.76
6 N -1.37 -0.50 -0.20
7 C 0.71 -0.93 0.75
8 C -0.96 0.92 -0.30
9 H -1.53 1.72 0.07

Values from the calculation:
Relative energy (zero: lowest compared OMol25 entry of this formula, charge and spin): 74.2 kcal per mole
2S+1: 1
LUMO energy: -1.2 eV
E_HOMO: -9.653 eV
SMILES: O=c1nncnnn1

Results of the Löwdin charge analysis, in e, for atoms 1 through 5:
1. O 0.196
2. N 0.111
3. N 0.097
4. N -0.003
5. N 0.073



# 3
Molecular formula: C6H6O
Method: DFT, ωB97M-V/def2-TZVPD

Atoms and positions in Å:
1 O 0.46 2.38 -0.45
2 C -0.12 -1.63 -0.09
3 C 0.79 -0.99 0.75
4 C -1.06 -0.88 -0.79
5 C -0.86 0.49 -0.88
6 C 0.18 1.07 -0.17
7 C 0.80 0.39 0.89
8 H 1.53 0.91 1.49
9 H -0.30 -2.70 -0.01
10 H -1.99 -1.40 -0.99
11 H -1.50 1.11 -1.49
12 H 1.39 -1.61 1.39
13 H 0.68 2.85 0.36

Values from the calculation:
Relative energy (zero: lowest compared OMol25 entry of this formula, charge and spin): 11.0 kcal per mole
2S+1: 1
LUMO energy: 0.8 eV
E_HOMO: -8.667 eV
SMILES: Oc1ccccc1

Results of the Löwdin charge analysis, in e, for atoms 1 through 5:
1. O 0.042
2. C -0.108
3. C -0.098
4. C -0.085
5. C -0.029



# 4
Molecular formula: C11H28CuNNbO4P
Method: DFT, ωB97M-V/def2-TZVPD

Atoms and positions in Å:
1 Nb -2.49 -0.51 0.52
2 Cu -0.20 -1.38 -2.71
3 P -4.29 1.23 -0.03
4 O -5.50 1.18 1.12
5 O 4.38 -1.64 -0.41
6 O -4.92 0.80 -1.51
7 O -0.24 2.07 -1.17
8 N 2.22 -1.26 -0.07
9 C 1.12 -1.24 0.89
10 C 0.93 2.39 -1.88
11 C 3.47 -1.74 0.33
12 C -1.20 -0.17 -1.36
13 C -1.13 1.25 -1.92
14 C -0.10 0.23 2.54
15 C 0.93 0.15 1.43
16 C 1.97 2.89 -0.87
17 C 1.73 -1.73 -1.31
18 C 3.67 -2.38 1.65
19 C -1.33 0.90 1.90
20 H -5.81 0.27 1.13
21 H 0.65 0.80 0.61
22 H 1.36 1.52 -2.39
23 H 2.47 2.06 -0.40
24 H 1.90 0.51 1.75
25 H -3.50 -1.71 -0.46
26 H -2.02 1.11 2.72
27 H -3.52 -0.98 1.95
28 H 0.23 -1.40 0.30
29 H -0.71 1.19 -2.92
30 H -1.09 1.87 1.46
31 H 1.59 -2.81 -1.41
32 H 0.75 3.20 -2.58
33 H -0.16 -0.52 -1.28
34 H -1.65 -0.80 -2.16
35 H 3.27 -1.75 2.44
36 H 2.38 -1.37 -2.11
37 H -5.36 -0.06 -1.38
38 H -2.10 1.73 -2.05
39 H 1.44 3.41 -0.09
40 H 1.11 -2.02 1.64
41 H -1.48 -1.96 0.99
42 H 0.76 -1.16 -1.43
43 H 2.66 3.55 -1.38
44 H 0.29 0.87 3.32
45 H 3.12 -3.31 1.74
46 H 4.71 -2.56 1.86
47 H -0.32 -0.73 2.98

Values from the calculation:
2S+1: 1
LUMO energy: -2.3 eV
E_HOMO: -7.254 eV

Results of the Löwdin charge analysis, in e, for atoms 1 through 5:
1. Nb 1.068
2. Cu 0.573
3. P 0.640
4. O -0.398
5. O 0.114



# 5
Molecular formula: C6H8N2O
Method: DFT, ωB97M-V/def2-TZVPD

Atoms and positions in Å:
1 O -1.98 1.04 0.48
2 N 0.12 -1.38 1.01
3 N -2.74 -0.13 0.00
4 C -0.50 -0.69 -0.06
5 C 0.89 -1.12 -0.21
6 C 1.57 0.24 -0.23
7 C -1.90 -1.02 -0.33
8 C -0.64 0.80 -0.20
9 C 0.65 1.41 0.27
10 H -0.94 1.05 -1.29
11 H 1.89 0.42 -1.33
12 H 0.50 1.56 1.41
13 H -2.27 -1.96 -0.74
14 H 2.52 0.30 0.32
15 H 1.47 -1.98 -0.57
16 H 0.82 2.34 -0.27
17 H 0.55 -0.88 1.74

Values from the calculation:
Relative energy (zero: lowest compared OMol25 entry of this formula, charge and spin): 98.5 kcal per mole
2S+1: 1
LUMO energy: 0.9 eV
E_HOMO: -9.676 eV
SMILES: C1=NO[C@H]2CC[C@H]3N[C@@]123

Results of the Löwdin charge analysis, in e, for atoms 1 through 5:
1. O -0.109
2. N 0.140
3. N 0.098
4. C -0.407
5. C -0.184



# 6
Molecular formula: C40H42BeN7OS2Te
Method: DFT, ωB97M-V/def2-TZVPD

Atoms and positions in Å:
1 Te 2.98 -0.68 1.53
2 S -1.98 -1.50 -2.66
3 S -0.15 2.12 -0.07
4 O 4.06 -0.55 -0.83
5 N 1.93 -0.38 -0.13
6 N -2.35 3.78 0.98
7 N -0.62 -2.77 -4.52
8 N -0.91 -0.55 0.81
9 N -2.45 2.49 1.41
10 N -1.82 0.36 1.30
11 N -2.33 -1.43 -5.30
12 C 2.88 -0.41 -1.12
13 C -4.63 4.30 1.56
14 C 0.28 -3.26 3.79
15 C 2.13 -3.70 2.28
16 C 3.49 2.47 -0.04
17 C -0.53 -2.82 0.25
18 C 2.27 -0.12 -5.37
19 C -2.10 -1.72 -6.71
20 C -1.57 1.60 0.92
21 C 1.47 -1.33 2.91
22 C 4.59 3.42 3.47
23 C -4.19 6.98 0.81
24 C 0.55 1.05 3.57
25 C 0.56 -0.44 3.59
26 C 2.56 -0.27 -2.58
27 C -1.78 -2.93 5.16
28 C -0.80 -4.16 0.19
29 C -1.65 -1.93 -4.24
30 C -5.63 5.26 1.61
31 C -0.65 -2.20 -6.87
32 C -0.33 -3.23 -5.85
33 C -0.61 -2.42 4.40
34 C 4.33 2.34 4.22
35 C -3.15 6.04 0.75
36 C 4.30 3.46 2.11
37 C 3.09 -1.10 -4.85
38 C -1.98 -4.58 0.77
39 C 1.32 -2.71 3.06
40 C -5.46 6.57 1.21
41 C -1.32 -1.89 0.84
42 C -3.34 4.72 1.11
43 C -2.56 -2.32 1.28
44 C 1.72 0.65 -3.15
45 C 3.27 -1.11 -3.46
46 C 3.71 2.41 1.44
47 C -2.86 -3.67 1.33
48 C 3.72 1.28 3.58
49 C 3.49 1.29 2.21
50 C 1.61 0.76 -4.53
51 C -0.45 -1.05 4.35
52 Be 0.35 0.20 -0.01
53 H 3.17 -3.43 2.24
54 H 2.01 -4.66 2.78
55 H -1.47 4.08 0.62
56 H 0.14 -4.32 3.86
57 H -1.14 -0.39 4.87
58 H -2.80 -2.46 -7.06
59 H 3.49 0.34 4.11
60 H -0.45 1.39 3.74
61 H -2.18 6.35 0.42
62 H 0.79 1.48 2.60
63 H 4.38 2.01 -0.59
64 H 0.01 -4.77 -0.20
65 H 5.02 4.27 3.97
66 H -6.34 7.20 0.99
67 H -2.32 -0.75 -7.22
68 H 3.98 -1.80 -2.98
69 H 3.66 -1.78 -5.51
70 H 1.69 -3.77 1.31
71 H -4.82 3.29 1.84
72 H 0.71 -3.54 -5.92
73 H 4.44 4.41 1.63
74 H -3.82 -4.01 1.67
75 H 3.40 3.50 -0.34
76 H 1.19 1.30 -2.48
77 H -4.01 7.98 0.45
78 H -2.67 -2.40 4.83
79 H -0.51 -2.55 -7.86
80 H -2.30 -5.63 0.69
81 H 2.19 0.00 -6.43
82 H -1.96 -3.98 5.14
83 H 1.04 1.52 -5.00
84 H 2.56 2.02 -0.29
85 H 0.07 -2.76 -3.78
86 H -1.67 -2.69 6.23
87 H 1.31 1.44 4.30
88 H 0.41 -2.49 -0.19
89 H 4.41 2.34 5.32
90 H -0.97 -4.18 -6.02
91 H 0.01 -1.40 -6.67
92 H -3.14 -0.86 -5.12
93 H -6.65 4.95 1.89
94 H -3.29 -1.56 1.64

Values from the calculation:
Relative energy (zero: lowest compared OMol25 entry of this formula, charge and spin): 4.2 kcal per mole
2S+1: 2
LUMO energy (spin up / spin down): -0.2 / -0.2 eV
E_HOMO (spin up / spin down): -5.849 / -6.579 eV
<S²>: 0.794

Results of the Löwdin charge analysis, in e, for atoms 1 through 5:
1. Te 1.969
2. S 0.639
3. S 0.732
4. O -0.076
5. N -0.229



Question: What is the 2S+1 in the second record?
Answer: 1